The following is a DFT calculation (ωB97M-V with the def2-TZVPD basis set) of a cluster of 2 separate species, C2H7BrOSi in total.

Structure (XYZ):
```
12
Properties=species:S:1:pos:R:3:nbo_charge:R:1
C 3.07 1.14 -0.17 -0.89
C -0.91 -0.02 -0.97 0.33
O -1.73 -0.82 -0.62 -0.81
Si -2.90 -1.49 0.37 1.11
Br -0.95 1.59 0.22 -0.20
H 3.32 2.20 -0.32 0.22
H 2.67 0.99 0.86 0.22
H 2.53 0.93 -1.16 0.23
H 3.80 0.35 -0.07 0.21
H -3.92 -0.47 0.06 -0.12
H -2.36 -1.44 1.73 -0.17
H -2.62 -2.95 0.08 -0.13
```

Output
LUMO energy ... -0.036 eV
E ... -3019.02331 Ha
Relative energy (zero: lowest compared OMol25 entry of this formula, charge and spin) ... 321.7 kJ/mol
Net charge ... 0

The following is a DFT calculation (ωB97M-V with the def2-TZVPD basis set) of a cluster of 2 separate species, C6H12N2O4 in total.

Structure (XYZ):
```
24
Properties=species:S:1:pos:R:3:mulliken_spin:R:1
C -3.49 2.19 -2.58 0.00
C 1.94 0.32 -0.25 0.00
C 1.33 0.43 1.07 -0.01
C -0.03 -0.33 1.01 -0.01
C -1.19 0.38 0.31 0.00
C -1.78 -0.36 -0.95 0.74
N -1.48 -0.05 -2.18 0.40
N -2.61 -1.36 -0.64 0.23
O -3.46 1.89 -1.47 0.01
O -3.57 2.40 -3.70 0.00
O -1.00 1.08 -2.57 0.51
O -2.15 -0.77 -3.17 0.02
H 1.25 0.57 -1.02 0.00
H 2.69 0.99 -0.39 0.00
H 2.43 -0.68 -0.58 0.00
H 2.06 -0.04 1.87 0.00
H 1.26 1.48 1.48 0.00
H -0.44 -0.52 2.00 0.01
H 0.21 -1.26 0.57 0.01
H -0.98 1.37 -0.06 0.04
H -2.14 0.50 1.04 0.01
H -2.45 -0.14 -3.89 0.02
H -2.46 -1.89 0.23 0.01
H -3.33 -1.81 -1.28 0.00
```

Output
LUMO energy (spin up / spin down) ... 0.572 / -1.027 eV
E ... -646.06497 Ha
Spin multiplicity ... 3
Relative energy (zero: lowest compared OMol25 entry of this formula, charge and spin) ... 0.0 kJ/mol
Net charge ... 0

The following is a DFT calculation (ωB97M-V with the def2-TZVPD basis set) of a structure of composition C21H41Hg2O13S5.

Structure (XYZ):
```
82
Properties=species:S:1:pos:R:3:mulliken_charge:R:1
Hg 17.79 -0.44 4.91 1.94
Hg 16.72 4.22 7.96 1.72
O 19.66 3.51 4.88 0.39
C 18.70 2.81 5.47 0.14
O 18.26 3.23 6.58 -0.73
O 18.38 1.72 4.92 -0.62
H 19.68 4.36 5.37 0.01
C 21.05 6.17 11.22 -0.84
C 20.08 7.34 10.97 -0.42
C 20.03 7.39 9.42 -0.82
S 19.73 5.63 9.00 1.24
O 20.45 5.27 7.79 -0.65
O 18.27 5.38 9.06 -0.97
C 20.57 4.88 10.48 -0.65
H 21.20 5.95 12.28 0.39
H 22.05 6.36 10.84 0.37
H 20.38 8.24 11.50 0.44
H 19.09 6.99 11.26 0.23
H 21.08 7.43 9.09 0.40
H 19.40 8.07 8.85 0.40
H 21.48 4.42 10.12 0.32
H 19.86 4.19 10.93 0.44
C 23.60 6.34 1.65 -0.77
C 23.81 5.24 2.73 -0.59
C 22.49 4.95 3.45 -0.22
S 21.35 6.34 3.06 1.24
O 20.82 6.99 4.26 -0.64
O 20.45 5.95 1.99 -0.65
C 22.63 7.34 2.21 -0.87
H 23.20 5.89 0.74 0.30
H 24.56 6.76 1.37 0.42
H 24.56 5.68 3.39 0.35
H 24.07 4.33 2.19 0.32
H 22.67 5.01 4.52 0.27
H 22.03 3.97 3.37 -0.04
H 22.96 8.02 2.99 0.37
H 22.01 7.85 1.47 0.47
C 15.85 9.02 4.77 -0.54
C 17.10 9.28 5.59 -0.67
C 18.19 8.22 5.26 -0.69
S 17.20 6.71 5.19 1.17
O 17.31 5.98 6.50 -0.38
O 17.54 6.01 3.98 -0.63
C 15.57 7.54 4.92 -0.89
H 16.01 9.31 3.73 0.33
H 15.08 9.67 5.17 0.36
H 16.92 9.10 6.66 0.26
H 17.45 10.31 5.47 0.41
H 19.02 8.00 5.94 0.43
H 18.71 8.40 4.32 0.38
H 14.92 7.26 5.76 0.36
H 14.99 6.99 4.17 0.45
C 17.52 1.77 -0.35 -0.71
C 18.46 2.79 0.25 -0.67
C 18.61 2.43 1.73 -0.32
S 18.84 0.59 1.64 1.25
O 18.26 -0.15 2.76 -0.79
O 20.25 0.34 1.46 -0.63
C 17.84 0.33 0.13 -0.78
H 17.38 1.81 -1.43 0.40
H 16.49 1.92 -0.01 0.31
H 18.12 3.80 0.05 0.40
H 19.47 2.73 -0.16 0.36
H 17.62 2.53 2.19 0.31
H 19.33 3.00 2.30 0.06
H 16.95 -0.23 0.37 0.36
H 18.50 -0.17 -0.57 0.39
C 22.94 0.71 6.48 -0.44
C 23.46 0.78 5.04 -0.78
C 22.32 0.32 4.17 -0.05
S 21.51 -1.04 5.10 0.78
O 22.24 -2.26 4.85 -0.57
O 20.10 -0.98 4.75 -0.51
C 21.96 -0.44 6.76 -0.64
H 22.42 1.64 6.73 0.01
H 23.62 0.79 7.33 0.44
H 24.39 0.21 4.93 0.36
H 23.86 1.79 4.91 0.31
H 22.65 -0.13 3.25 0.57
H 21.64 1.17 4.10 -0.22
H 22.28 -1.27 7.38 0.42
H 21.01 -0.08 7.17 0.33
```

Output
LUMO energy ... -11.882 eV
E ... -4099.50377 Ha
Relative energy (zero: lowest compared OMol25 entry of this formula, charge and spin) ... 0.0 kJ/mol
Net charge ... +3

The following is a DFT calculation (ωB97M-V with the def2-TZVPD basis set) of a cluster of 2 separate species, C3H3Cl2O3P in total.

Structure (XYZ):
```
12
Properties=species:S:1:pos:R:3:nbo_charge:R:1
C -2.01 -0.64 1.09 -0.57
C -0.76 -0.85 0.97 -0.13
C 0.28 -0.09 -0.99 -0.37
O 2.16 1.61 -1.84 -1.24
O 1.08 2.10 0.40 -1.22
O 2.72 0.18 0.12 -1.22
P 1.76 1.14 -0.44 2.41
Cl 1.16 -1.57 -1.57 -0.11
Cl -1.06 0.21 -1.98 -0.03
H -2.54 -0.79 2.00 0.15
H -2.54 0.04 0.46 0.18
H -0.27 -1.34 1.78 0.15
```

Output
LUMO energy ... 5.809 eV
E ... -1603.50674 Ha
Relative energy (zero: lowest compared OMol25 entry of this formula, charge and spin) ... 453.3 kJ/mol
Net charge ... -2

The following is a DFT calculation (ωB97M-V with the def2-TZVPD basis set) of the molecule C20H23N3O.

Structure (XYZ):
```
47
Properties=species:S:1:pos:R:3:nbo_charge:R:1
C 3.19 0.43 -4.13 -0.41
N 3.18 0.28 -2.66 -0.64
C 1.90 0.49 -1.97 -0.21
C 2.13 0.72 -0.51 -0.41
C 0.76 1.12 0.12 -0.06
C 0.99 1.71 1.50 0.06
C 1.53 0.89 2.54 -0.25
C 1.82 1.42 3.79 -0.19
C 1.55 2.76 4.07 -0.22
C 1.11 3.58 3.03 -0.21
C 0.82 3.06 1.75 -0.25
N -0.23 0.03 0.05 -0.42
C -0.10 -1.28 0.41 0.78
O 0.95 -1.86 0.77 -0.67
N -1.35 -1.89 0.33 -0.43
C -1.68 -3.29 0.63 -0.06
C -0.85 -4.32 -0.15 -0.39
C -2.35 -4.12 -0.46 -0.43
C -2.30 -0.91 0.02 0.20
C -3.70 -0.98 -0.11 -0.26
C -4.45 0.18 -0.39 -0.22
C -3.73 1.38 -0.59 -0.22
C -2.33 1.44 -0.48 -0.23
C -1.59 0.28 -0.17 0.12
H 4.17 0.82 -4.42 0.20
H 2.34 1.08 -4.48 0.19
H 3.04 -0.54 -4.60 0.17
H 3.60 -0.58 -2.36 0.36
H 1.18 -0.35 -2.14 0.16
H 1.45 1.39 -2.39 0.18
H 2.60 -0.19 -0.05 0.24
H 2.87 1.52 -0.35 0.23
H 0.45 1.96 -0.48 0.21
H 1.74 -0.18 2.39 0.25
H 2.19 0.76 4.58 0.21
H 1.72 3.11 5.10 0.22
H 0.89 4.62 3.16 0.21
H 0.40 3.75 1.02 0.21
H -1.93 -3.44 1.70 0.22
H -0.57 -5.21 0.35 0.22
H -0.08 -3.98 -0.81 0.23
H -2.55 -3.67 -1.44 0.23
H -3.05 -4.91 -0.16 0.23
H -4.15 -1.96 -0.01 0.22
H -5.53 0.18 -0.51 0.22
H -4.24 2.33 -0.83 0.22
H -1.85 2.38 -0.63 0.21
```

Output
LUMO energy ... 0.839 eV
E ... -1015.40739 Ha
Relative energy (zero: lowest compared OMol25 entry of this formula, charge and spin) ... 232.6 kJ/mol
Net charge ... 0
SMILES string ... CNCC[C@H](c1ccccc1)n1c(=O)n(C2CC2)c2ccccc21

The following is a DFT calculation (ωB97M-V with the def2-TZVPD basis set) of a cluster of 6 separate species, C11H34N2O11 in total.

Structure (XYZ):
```
58
Properties=species:S:1:pos:R:3:nbo_charge:R:1
N -1.45 -1.18 -0.78 -0.83
C -0.30 -0.61 -1.00 0.78
N -0.43 0.68 -1.19 -0.84
O 0.74 -1.29 -1.08 -0.75
H -2.25 -0.58 -0.64 0.39
H -1.42 -2.15 -0.49 0.43
H 0.38 1.28 -1.14 0.42
H -1.32 1.16 -1.11 0.41
O 0.81 -3.91 1.55 -0.73
C 2.25 -4.09 1.41 -0.09
C 2.98 -3.27 0.26 -0.10
O 2.42 -3.31 -1.03 -0.74
H 0.57 -2.99 1.43 0.46
H 2.79 -3.77 2.30 0.15
H 2.51 -5.12 1.14 0.18
H 4.03 -3.59 0.24 0.17
H 3.16 -2.24 0.56 0.17
H 1.87 -2.52 -1.06 0.51
O 3.85 0.72 -0.81 -0.73
C 3.40 1.01 -2.22 -0.10
C 2.92 2.49 -2.30 -0.09
O 1.87 2.74 -1.37 -0.76
H 3.03 0.65 -0.31 0.48
H 4.20 0.79 -2.92 0.19
H 2.56 0.34 -2.41 0.20
H 2.35 2.72 -3.20 0.18
H 3.73 3.19 -2.10 0.17
H 2.04 3.59 -0.96 0.48
O 3.03 1.87 4.33 -0.73
C 2.66 1.94 2.92 -0.10
C 1.77 0.87 2.46 -0.10
O 2.53 -0.24 2.09 -0.71
H 3.28 2.76 4.58 0.47
H 2.29 2.95 2.75 0.16
H 3.59 2.10 2.36 0.19
H 1.15 1.12 1.60 0.17
H 1.09 0.58 3.27 0.18
H 2.05 -1.02 2.39 0.47
O -2.58 -3.79 -0.96 -0.74
C -3.77 -3.49 -1.65 -0.10
C -4.87 -3.13 -0.63 -0.11
O -4.80 -1.87 0.04 -0.73
H -2.70 -4.59 -0.45 0.47
H -3.57 -2.77 -2.44 0.20
H -3.99 -4.38 -2.24 0.17
H -5.14 -3.90 0.10 0.17
H -5.76 -3.29 -1.24 0.18
H -4.30 -1.90 0.86 0.48
O -2.90 2.47 -0.91 -0.74
C -2.29 3.31 0.06 -0.10
C -2.78 4.79 -0.02 -0.10
O -4.12 5.02 0.49 -0.72
H -3.86 2.56 -0.86 0.47
H -2.49 2.95 1.06 0.17
H -1.24 3.17 -0.20 0.19
H -2.67 5.11 -1.05 0.17
H -2.11 5.46 0.51 0.19
H -4.81 4.57 -0.01 0.47
```

Output
LUMO energy ... 0.080 eV
E ... -1376.54599 Ha
Relative energy (zero: lowest compared OMol25 entry of this formula, charge and spin) ... 194.5 kJ/mol
Net charge ... 0
SMILES string ... NC(N)=O.OCCO.OCCO.OCCO.OCCO.OCCO

The following is a DFT calculation (ωB97M-V with the def2-TZVPD basis set) of a structure of composition C11H10BN3O2S2Sr.

Structure (XYZ):
```
30
Properties=species:S:1:pos:R:3:mulliken_charge:R:1
C -3.17 2.54 1.26 -0.21
C -2.05 2.20 0.99 -1.21
C -0.87 1.34 0.72 0.81
C -0.63 0.82 -0.59 -0.03
B -1.68 1.27 -1.73 0.76
O -1.50 2.51 -2.29 -0.47
O -2.77 0.53 -2.14 -0.47
C -2.54 -0.89 -2.26 -0.61
C 0.53 -0.06 -0.83 -0.33
S 0.80 -0.72 -2.50 -0.17
C 1.43 -0.42 0.20 0.35
C 2.59 -1.37 -0.15 -0.95
C 3.28 -2.03 1.07 -0.24
N 2.87 -3.12 1.55 -0.57
C 1.17 0.16 1.50 0.67
N 1.94 -0.03 2.59 -0.33
S 1.27 0.82 3.83 -0.11
N -0.10 1.54 3.12 -1.41
C -0.01 1.07 1.81 1.13
H -4.19 2.80 1.57 0.41
H -1.67 2.48 -3.25 0.35
H -2.11 -1.35 -1.35 0.28
H -1.91 -1.11 -3.14 0.28
H -3.53 -1.36 -2.42 0.27
H 1.63 0.15 -3.15 0.24
H 2.14 -2.19 -0.75 0.60
H 3.31 -0.87 -0.83 0.45
H 4.20 -1.57 1.49 0.41
H 2.04 -3.44 1.03 0.25
Sr -0.92 0.58 4.85 1.86
```

Output
LUMO energy ... -9.201 eV
E ... -1591.18758 Ha
Net charge ... +2

The following is a DFT calculation (ωB97M-V with the def2-TZVPD basis set) of a structure of composition C27H39N3PtSi.

Structure (XYZ):
```
71
Properties=species:S:1:pos:R:3:mulliken_charge:R:1
Pt -0.53 -0.13 -0.29 0.58
C -0.11 1.49 0.93 -1.05
Si -1.45 1.37 2.17 -0.48
C -1.21 -0.35 2.98 -0.82
N -0.99 -1.41 1.97 0.87
C -2.23 -2.11 1.58 -0.04
C -2.38 -3.49 2.22 -0.69
C -1.81 -3.52 3.64 -0.73
C -0.31 -3.16 3.62 -0.66
C 0.05 -2.37 2.35 -0.99
C -1.32 2.62 3.60 0.78
C -2.27 3.63 3.81 -0.28
C -2.14 4.54 4.84 -0.69
C -1.05 4.47 5.70 -0.43
C -0.08 3.49 5.50 -0.73
C -0.22 2.58 4.46 -0.45
C -3.21 1.57 1.54 0.91
C -4.28 1.00 2.23 -0.15
C -5.59 1.19 1.81 -0.71
C -5.86 1.98 0.70 -0.52
C -4.80 2.57 0.01 -0.61
C -3.50 2.37 0.43 -0.47
H 0.86 1.27 1.38 0.51
H -0.07 2.44 0.40 0.55
H -2.02 -0.60 3.67 0.15
H -0.31 -0.28 3.60 0.60
H -2.24 -2.21 0.48 -0.61
H -3.07 -1.47 1.84 0.28
H -1.85 -4.24 1.62 0.29
H -3.43 -3.78 2.22 0.47
H -1.96 -4.50 4.08 0.47
H -2.36 -2.80 4.25 0.25
H 0.31 -4.06 3.67 0.46
H -0.07 -2.56 4.51 0.23
H 0.19 -3.06 1.52 0.17
H 0.99 -1.83 2.48 0.46
H -3.13 3.69 3.15 0.28
H -2.89 5.31 4.99 0.38
H -0.95 5.17 6.52 0.37
H 0.78 3.43 6.16 0.39
H 0.55 1.83 4.32 0.26
H -4.10 0.39 3.11 0.35
H -6.41 0.73 2.35 0.40
H -6.88 2.14 0.37 0.37
H -5.00 3.19 -0.86 0.42
H -2.68 2.83 -0.11 0.36
C 2.44 -0.81 -1.87 -1.31
C 1.56 -2.00 -1.78 0.55
N 0.42 -2.08 -1.13 0.13
C -0.07 -3.35 -1.33 -0.89
C 0.79 -4.06 -2.10 -0.58
N 1.83 -3.19 -2.38 -0.03
H 1.95 0.01 -1.35 0.14
H 2.59 -0.51 -2.91 0.35
H 3.42 -1.00 -1.42 0.36
H -1.01 -3.67 -0.92 0.44
H 0.77 -5.07 -2.46 0.43
H 2.62 -3.38 -2.96 0.19
C -2.19 -1.69 -3.17 -1.15
C -2.19 -0.17 -3.05 0.96
C -3.53 0.37 -3.57 -1.70
C -2.02 0.35 -1.63 -1.37
H -2.54 -2.02 -4.16 0.50
H -2.85 -2.13 -2.42 0.22
H -1.19 -2.09 -3.02 0.06
H -1.39 0.22 -3.68 0.25
H -4.36 -0.07 -3.01 0.36
H -3.67 0.12 -4.63 0.44
H -3.58 1.45 -3.46 0.39
H -2.91 0.11 -1.02 0.31
H -1.96 1.43 -1.68 0.44
```

Output
LUMO energy ... 0.302 eV
E ... -1625.27119 Ha
Relative energy (zero: lowest compared OMol25 entry of this formula, charge and spin) ... 113.1 kJ/mol
Net charge ... 0